A molecular structure, C5H7P, computed with ωB97M-V with the def2-TZVPD basis set.

Properties
frontier orbital gap	10.16	eV
LUMO energy	0.839	eV
HOMO	-9.32	eV

```
! wB97M-V def2-TZVPD RIJCOSX def2/J DEFGRID3
* xyz 0 1
C -1.1095 -0.0951 -0.8788
C -1.2750 1.1504 -0.7781
C -0.3815 -1.3397 -0.9538
C 0.5397 -0.6226 0.1028
C 0.2199 0.8212 -0.1674
P -0.1141 1.9874 1.2377
H -0.7521 -2.2660 -0.5545
H 0.1152 -1.5463 -1.9275
H -0.0233 -0.8233 0.9858
H 1.4863 -1.0573 0.1505
H 1.0858 1.4461 -1.1229
H 1.0367 1.4330 2.0154
H -0.8282 0.9124 1.8910
*
```

These are the natural (NBO) partial charges, in e, on atoms 1 to 6: -0.0106, -0.1357, -0.4558, -0.4137, -0.4271, 0.4293

***

C5H8 in the gas phase, computed with ωB97M-V with the def2-TZVPD basis set.

Properties
frontier orbital gap	10.13	eV
SMILES	C1=CCCC1
LUMO energy	1.227	eV
HOMO	-8.91	eV

```
! wB97M-V def2-TZVPD RIJCOSX def2/J DEFGRID3
* xyz 0 1
C -0.5009 0.9112 -0.8409
C 0.8186 0.7450 -0.8059
C 1.1874 -0.2978 0.2200
C -0.1768 -0.6608 0.8728
C -1.2316 -0.2018 -0.1460
H -1.0198 1.8145 -1.0750
H 1.5643 1.3488 -1.3192
H 1.7205 -1.1698 -0.1719
H 1.8588 0.1928 0.9377
H -0.2582 -1.7209 1.1199
H -0.3084 -0.0907 1.8012
H -1.4672 -1.0021 -0.8650
H -2.1866 0.1316 0.2722
*
```

These are the natural (NBO) partial charges, in e, on atoms 1 to 6: -0.1936, -0.1855, -0.4413, -0.3910, -0.4415, 0.2067

***

C5H8 in the gas phase, computed with ωB97M-V with the def2-TZVPD basis set.

Properties
frontier orbital gap (spin up / spin down)	8.65 / 8.74	eV
LUMO energy (spin up / spin down)	0.585 / 0.776	eV
HOMO (spin up / spin down)	-8.06 / -7.96	eV

```
! wB97M-V def2-TZVPD RIJCOSX def2/J DEFGRID3
* xyz 0 1
C 0.1684 -0.9488 0.0853
C 0.4382 0.1268 -0.6274
C -0.7467 -0.7714 1.2491
C -1.1404 0.7106 1.2925
C 1.1753 0.6233 -1.7763
H 0.5948 -1.9359 -0.1581
H -1.6390 -1.4013 1.1485
H -0.2536 -1.0628 2.1840
H -0.6384 1.3709 1.9712
H -2.0734 1.0203 0.8662
H 0.5003 0.8068 -2.6139
H 1.9374 -0.0986 -2.0918
H 1.6770 1.5602 -1.5292
*
```

These are the natural (NBO) partial charges, in e, on atoms 1 to 6: -0.3147, 0.1539, -0.4893, -0.2794, -0.7229, 0.1923

***

C5H8 in the gas phase, computed with ωB97M-V with the def2-TZVPD basis set.

Properties
frontier orbital gap	10.24	eV
SMILES	C1=CCCC1
LUMO energy	1.250	eV
HOMO	-8.99	eV

```
! wB97M-V def2-TZVPD RIJCOSX def2/J DEFGRID3
* xyz 0 1
C 1.2829 0.2771 0.3923
C 0.7855 -0.9415 0.5713
C -0.6107 -1.0934 0.0322
C -0.9562 0.3014 -0.5569
C 0.2764 1.2422 -0.1836
H 2.3193 0.5414 0.5918
H 1.3434 -1.7730 0.9887
H -0.6251 -1.9195 -0.6936
H -1.3644 -1.3478 0.7852
H -1.3174 0.1806 -1.5888
H -1.8132 0.7043 -0.0129
H 0.7703 1.9350 -0.8856
H -0.1059 1.9108 0.5988
*
```

These are the natural (NBO) partial charges, in e, on atoms 1 to 6: -0.1928, -0.1910, -0.4409, -0.3998, -0.4435, 0.2088

***

C5H8 in the gas phase, computed with ωB97M-V with the def2-TZVPD basis set.

Properties
frontier orbital gap	8.04	eV
LUMO energy	0.153	eV
HOMO	-7.89	eV

```
! wB97M-V def2-TZVPD RIJCOSX def2/J DEFGRID3
* xyz 0 1
C -1.4591 -0.0632 -0.7514
C -0.7152 0.5928 0.4181
C 0.4493 -0.2268 0.9021
C 1.6008 -0.3750 0.1505
C 2.3334 -0.2086 -0.9233
H -0.7638 -0.2595 -1.5747
H -1.9090 -1.0145 -0.4471
H -2.2569 0.5889 -1.1210
H -0.3237 1.5660 0.0905
H -1.4062 0.7677 1.2510
H 0.3331 -0.8107 1.8133
H 1.2320 -1.4784 0.3189
H 3.0424 0.6201 -0.9829
*
```

These are the natural (NBO) partial charges, in e, on atoms 1 to 6: -0.5981, -0.4422, -0.1542, -0.3967, -0.2345, 0.2201

***

C5H8 in the gas phase, computed with ωB97M-V with the def2-TZVPD basis set.

Properties
frontier orbital gap	10.46	eV
SMILES	CC#CCC
LUMO energy	1.084	eV
HOMO	-9.37	eV

```
! wB97M-V def2-TZVPD RIJCOSX def2/J DEFGRID3
* xyz 0 1
C -2.5801 -0.8372 -0.3113
C -1.2998 -0.1346 -0.2153
C -0.2389 0.4325 -0.1329
C 1.0902 1.0416 -0.0066
C 2.1439 0.0051 0.3982
H -3.4210 -0.1630 -0.1187
H -2.7154 -1.2691 -1.3083
H -2.6274 -1.6537 0.4170
H 1.3731 1.5083 -0.9580
H 1.0566 1.8488 0.7356
H 1.8792 -0.4569 1.3542
H 3.1312 0.4675 0.4978
H 2.2084 -0.7893 -0.3517
*
```

These are the natural (NBO) partial charges, in e, on atoms 1 to 6: -0.6800, -0.0076, -0.0280, -0.4653, -0.5878, 0.2321

***

A gas-phase ion, C5H8BCl2O2 (charge -1), computed with ωB97M-V with the def2-TZVPD basis set.

Properties
frontier orbital gap	7.53	eV
LUMO energy	3.385	eV
HOMO	-4.14	eV

```
! wB97M-V def2-TZVPD RIJCOSX def2/J DEFGRID3
* xyz -1 1
C -1.7579 -0.8551 -0.9141
C -0.6025 -0.6099 -1.9453
Cl -0.9987 -0.7211 -3.7379
C 0.6858 -0.3408 -1.5132
Cl 1.9298 -0.0605 -2.8397
B 1.2227 -0.2024 0.0263
O 0.5866 -0.9544 1.1192
C 0.1897 0.1049 2.0248
C 0.5313 1.5604 1.3937
O 1.5902 1.1658 0.4696
H -1.8975 -1.9639 -0.7917
H -1.6518 -0.2884 0.0451
H -2.7127 -0.4776 -1.4063
H 2.3247 -0.7168 -0.0350
H 0.8081 -0.0734 2.9620
H -0.9083 0.1501 2.2971
H 0.8869 2.2945 2.1794
H -0.2266 1.9887 0.6660
*
```

These are the natural (NBO) partial charges, in e, on atoms 1 to 6: -0.6410, -0.0595, -0.1153, -0.1658, -0.1044, 0.5678

***

C5H8BNO2 in the gas phase, computed with ωB97M-V with the def2-TZVPD basis set.

Properties
frontier orbital gap	9.47	eV
SMILES	C=C/N=C\C=C\B(O)O
LUMO energy	0.500	eV
HOMO	-8.97	eV

```
! wB97M-V def2-TZVPD RIJCOSX def2/J DEFGRID3
* xyz 0 1
C 0.7841 1.4113 0.8555
C 1.6673 0.9103 -0.0313
N 2.3135 -0.3464 -0.0844
C 1.7034 -1.4135 -0.2463
C 0.2290 -1.3487 -0.5857
C -0.5347 -0.8719 0.4041
B -1.8520 -0.0752 0.0501
O -1.9900 0.4979 -1.1951
O -2.8124 -0.0361 0.9850
H 0.5690 0.9156 1.8259
H 0.4190 2.3957 0.7412
H 1.9742 1.5138 -0.8569
H 2.3224 -2.2983 -0.4645
H -0.0878 -1.3032 -1.6446
H 0.0455 -0.6112 1.3102
H -1.1924 0.2363 -1.7239
H -3.5581 0.4236 0.6607
*
```

These are the natural (NBO) partial charges, in e, on atoms 1 to 6: -0.4606, -0.0264, -0.4004, 0.1236, -0.2664, -0.4854

***

Across the entries above, max |F| takes the values 5.74 1.17 1.44 0.91 0.42 0.52 3.44 3.56 eV Å⁻¹, respectively.
Across the entries above, energy relative to the best compared isomer or geometry (same formula, charge and spin) takes the values 535.0 33.4 387.2 30.3 467.0 100.9 0.0 133.2 kJ/mol, respectively.